(1)
This record from the OMol25 dataset describes a structure of composition C31H58BrCl3GeMoN3O6S2Se2Si. The level of theory is ωB97M-V with the def2-TZVPD basis set.

Its expectation value of S² is 3.782. The value obtained for the energy above the lowest of the compared OMol25 structures with the same formula, charge and spin is 139.44 kJ/mol. The highest occupied orbital energy (alpha / beta) is -7.17 / -7.88 eV. The calculation puts the lowest unoccupied orbital energy (alpha / beta) at -0.0469 / -0.0567 Eh. The total energy comes out at -376071.651 eV. As for the spin multiplicity: 4.

Element x y z (Å)
Mo: 0.8805 0.4195 0.9574
C: 6.9527 1.5076 -2.5314
C: 5.8292 1.9055 -1.6209
C: 5.1843 3.1266 -1.7819
C: 4.1822 3.5265 -0.9152
C: 3.7827 2.6871 0.1130
C: 4.3894 1.4522 0.2625
C: 5.4157 1.0762 -0.5851
S: 2.5727 3.2928 1.2719
O: 2.4479 4.6949 0.9815
O: 2.9983 2.9198 2.6048
N: 1.1672 2.5470 0.9533
C: 0.6575 3.0284 -0.3458
C: 1.0267 2.0336 -1.4487
O: 1.0043 2.2649 -2.6336
O: 1.3742 0.8626 -0.9478
H: 7.8029 2.1789 -2.4127
H: 6.6449 1.5541 -3.5762
H: 7.2956 0.4956 -2.3192
H: 5.4839 3.7858 -2.5851
H: 3.7168 4.4939 -1.0188
H: 4.0770 0.7777 1.0484
H: 5.9313 0.1407 -0.4109
H: 1.0676 4.0091 -0.5927
H: -0.4307 3.1304 -0.3094
O: -0.4051 2.8992 5.7617
C: -0.2091 1.5761 6.2221
C: 0.0690 0.6654 5.0141
C: 0.3006 -0.7714 5.5125
O: -0.6536 -1.2199 6.4530
C: 1.3321 1.2106 4.3655
Se: 2.1554 0.0344 3.0069
C: -1.1416 0.7462 4.0876
Se: -1.0445 -0.2475 2.4024
H: -0.5565 3.4751 6.5160
H: -1.0964 1.2104 6.7512
H: 0.6546 1.5323 6.9037
H: 1.3221 -0.8695 5.9076
H: 0.2084 -1.4515 4.6588
H: -0.4407 -0.8553 7.3169
H: 2.1064 1.3401 5.1120
H: 1.1533 2.1686 3.8812
H: -1.3796 1.7845 3.8615
H: -1.9974 0.2895 4.5915
C: -5.9596 1.6104 -1.1729
C: -5.1323 1.2100 -2.4011
C: -4.5389 2.5081 -2.9667
C: -6.0891 0.6170 -3.4471
Si: -3.7828 -0.0804 -1.9357
Br: -2.1911 1.1196 -0.8641
C: -2.8390 -0.8125 -3.4508
C: -2.6232 0.2476 -4.5392
C: -1.4367 -1.3164 -3.0719
C: -3.6296 -1.9785 -4.0636
C: -4.3547 -1.3883 -0.6434
C: -4.6100 -0.7722 0.7398
C: -5.6452 -2.0779 -1.1114
C: -3.2748 -2.4582 -0.4404
H: -6.6495 2.4065 -1.4627
H: -5.3356 1.9916 -0.3656
H: -6.5605 0.7885 -0.7886
H: -5.3612 3.1971 -3.1732
H: -3.9918 2.3658 -3.8932
H: -3.8722 2.9911 -2.2552
H: -6.8786 1.3423 -3.6589
H: -6.5713 -0.2983 -3.1051
H: -5.5900 0.3997 -4.3889
H: -2.0720 1.1090 -4.1622
H: -3.5532 0.5941 -4.9847
H: -2.0277 -0.1971 -5.3406
H: -0.7866 -0.4989 -2.7592
H: -0.9911 -1.7746 -3.9601
H: -1.4358 -2.0601 -2.2799
H: -4.6458 -1.7007 -4.3408
H: -3.6882 -2.8351 -3.3942
H: -3.1239 -2.3112 -4.9741
H: -5.3981 -0.0245 0.7416
H: -3.7091 -0.3196 1.1486
H: -4.9146 -1.5721 1.4190
H: -6.4923 -1.3937 -1.1176
H: -5.8875 -2.8850 -0.4158
H: -5.5608 -2.5173 -2.1043
H: -2.3364 -2.0254 -0.0897
H: -3.0746 -3.0378 -1.3394
H: -3.6177 -3.1564 0.3271
Cl: 5.3669 -1.1415 3.5546
Ge: 4.4708 0.8273 3.6323
Cl: 4.3835 1.3490 5.7165
Cl: 5.9923 2.0738 2.8294
C: 2.0677 -3.5508 2.0551
N: 2.6889 -3.4121 0.7437
C: 3.5637 -4.5196 0.3922
C: 2.1775 -2.5914 -0.1810
S: 0.5783 -1.9613 0.0172
N: 2.8846 -2.3504 -1.2822
C: 4.3369 -2.3514 -1.2906
C: 2.2780 -1.7511 -2.4721
H: 2.7846 -4.0507 2.7038
H: 1.1509 -4.1403 1.9916
H: 1.8286 -2.5778 2.4791
H: 3.1047 -5.4400 0.7576
H: 4.5491 -4.4167 0.8506
H: 3.6674 -4.6003 -0.6892
H: 4.7235 -2.3981 -0.2716
H: 4.6597 -1.4133 -1.7396
H: 4.7425 -3.1786 -1.8778
H: 2.1702 -0.6729 -2.3567
H: 1.2985 -2.1876 -2.6496
H: 2.9322 -1.9795 -3.3109

=====

(2)
This record from the OMol25 dataset describes an isolated molecule of C3H10O2Si. The level of theory is ωB97M-V with the def2-TZVPD basis set.

The value obtained for the energy above the lowest of the compared OMol25 structures with the same formula, charge and spin is 0.00 kJ/mol. The highest occupied orbital energy is -9.37 eV. The calculation puts the lowest unoccupied orbital energy at 0.0256 Eh. The total energy comes out at -15246.030 eV. As for the spin multiplicity: 1.

Element x y z (Å)
C: 1.6894 -1.1163 -0.0822
C: 1.8122 0.3932 -0.0471
O: 0.7162 1.0223 0.5961
C: -0.4740 1.0981 -0.1887
Si: -1.8483 0.0533 0.5531
O: -3.0837 0.0406 -0.5572
H: 0.7548 -1.4251 -0.5562
H: 2.5101 -1.5561 -0.6530
H: 1.7117 -1.5405 0.9223
H: 1.9106 0.7918 -1.0651
H: 2.6912 0.7044 0.5184
H: -0.2871 0.8083 -1.2298
H: -0.7905 2.1471 -0.2084
H: -2.2975 0.6725 1.8200
H: -1.4073 -1.3356 0.8278
H: -3.6078 -0.7580 -0.6499

=====

(3)
This record from the OMol25 dataset describes an isolated molecule of C4H7NO. The level of theory is ωB97M-V with the def2-TZVPD basis set.

The value obtained for the energy above the lowest of the compared OMol25 structures with the same formula, charge and spin is 457.11 kJ/mol. The highest occupied orbital energy is -7.88 eV. The calculation puts the lowest unoccupied orbital energy at 0.0296 Eh. The total energy comes out at -7794.907 eV. As for the spin multiplicity: 1.

Element x y z (Å)
C: 1.4755 0.3342 -0.4076
C: 0.1612 -0.9054 -0.1840
N: 0.0277 0.0129 0.9946
C: -1.2573 0.4852 0.4794
C: -1.1338 -0.4215 -0.7647
O: -1.7740 -0.5535 -1.7821
H: 2.2239 0.4995 0.4123
H: 1.0534 1.3169 -0.6674
H: 1.9373 -0.1320 -1.2420
H: 0.5772 -1.9223 -0.1985
H: 0.0894 -0.3614 1.9194
H: -1.3310 1.5640 0.3155
H: -2.0326 0.1511 1.1591

=====

(4)
This record from the OMol25 dataset describes a cluster of 2 separate species, C4H4O2 in total. The level of theory is ωB97M-V with the def2-TZVPD basis set.

The value obtained for the energy above the lowest of the compared OMol25 structures with the same formula, charge and spin is 270.70 kJ/mol. The highest occupied orbital energy is -9.26 eV. The calculation puts the lowest unoccupied orbital energy at -0.0280 Eh. The total energy comes out at -8304.272 eV. As for the spin multiplicity: 1.

Element x y z (Å)
C: -0.1760 -1.0774 1.3462
C: 0.2353 0.1785 1.3800
C: 0.5598 1.2566 0.7336
O: 0.8885 2.3061 0.3197
H: -0.4016 -1.5524 0.3874
H: -0.3092 -1.6759 2.2454
C: -0.1964 0.1484 -1.5968
O: -0.3259 -1.0527 -1.5663
H: -1.0441 0.8375 -1.4172
H: 0.7696 0.6313 -1.8319

=====

(5)
This record from the OMol25 dataset describes an isolated molecule of C4H6O2. The level of theory is ωB97M-V with the def2-TZVPD basis set.

The value obtained for the energy above the lowest of the compared OMol25 structures with the same formula, charge and spin is 391.74 kJ/mol. The highest occupied orbital energy is -8.98 eV. The calculation puts the lowest unoccupied orbital energy at 0.0336 Eh. The total energy comes out at -8336.401 eV. As for the spin multiplicity: 1.

Element x y z (Å)
C: 1.1921 0.3268 -0.8994
C: -0.0629 0.4814 -0.1248
O: -1.0115 1.5679 -0.1737
C: -1.0166 0.6493 0.9328
C: -1.0396 -0.6112 0.1325
O: -0.4539 -1.6934 0.7926
H: 1.4854 -0.7280 -0.8388
H: 0.8634 0.5063 -1.9298
H: 2.0438 0.9697 -0.6776
H: -1.1588 0.9029 1.9760
H: -1.7735 -0.9097 -0.6131
H: 0.2285 -1.2933 1.3566

=====

(6)
This record from the OMol25 dataset describes a structure of composition C3H9AlO3. The level of theory is ωB97M-V with the def2-TZVPD basis set.

Its expectation value of S² is 0.751. Its total charge is +1. The highest occupied orbital energy (alpha / beta) is -13.19 / -14.67 eV. The calculation puts the lowest unoccupied orbital energy (alpha / beta) at -0.1489 / -0.2364 Eh. The total energy comes out at -15987.656 eV. As for the spin multiplicity: 2.

Element x y z (Å)
Al: -2.6780 -1.0830 0.2591
O: -3.5394 0.2615 0.8936
H: -4.3366 0.0705 1.5141
C: -3.9099 -3.5099 -0.7702
O: -4.0360 -2.1308 -0.4616
C: -5.3252 -1.5948 -0.7398
C: -5.4233 -0.1462 -0.3184
H: -2.8908 -3.8191 -0.5112
H: -4.6327 -4.0927 -0.1815
H: -4.0840 -3.6609 -1.8456
H: -6.0623 -2.2035 -0.1924
H: -5.5099 -1.6771 -1.8226
H: -6.3623 0.2348 -0.7546
H: -4.7384 0.4449 -0.9535
O: -5.8209 -0.0422 1.2966
H: -6.2011 0.8282 1.4400